Entry from OMol25: C5H8O in the gas phase at a distorted geometry (the ωB97M-V functional and the def2-TZVPD basis).

Spin multiplicity = 1
Frontier orbital gap = 10.089 eV
Total energy = -7360.899 eV
Relative energy (zero: lowest compared OMol25 entry of this formula, charge and spin) = 1.356 eV
HOMO = -9.916 eV
Total charge = 0

The geometry in XYZ format:
```
14
Properties=species:S:1:pos:R:3:forces:R:3:nbo_charge:R:1
C -1.706769 -0.616330 -0.406016 1.2 -0.5 0.0 -0.596
C -0.659557 -0.153490 0.694634 -0.5 -2.5 -0.8 -0.449
C 0.655688 0.327405 0.206738 0.8 2.9 -0.8 -0.106
C 0.988826 1.637644 -0.102531 -0.3 -1.1 0.2 -0.327
C 1.730736 -0.654502 -0.060121 -1.8 -1.6 0.2 0.393
H -2.590252 -0.908767 0.121443 -0.8 0.1 0.3 0.209
H -1.405526 -1.562937 -0.914130 0.2 0.8 0.3 0.216
H -1.951613 0.125633 -1.170127 0.1 0.1 0.2 0.204
H -0.471673 -1.132920 1.272735 -0.2 1.7 -0.4 0.240
H -1.103957 0.611602 1.292163 -0.4 0.3 0.6 0.216
H 2.052220 1.860265 -0.343591 -0.9 -0.2 0.0 0.197
H 0.304798 2.538125 -0.156291 0.7 -1.4 0.4 0.213
H 2.620357 -0.211026 -0.468890 1.1 0.0 -0.1 0.118
O 1.536718 -1.860705 0.033990 0.7 1.3 0.0 -0.527
```
Forces are in eV/Å.